The following is a quantum chemistry calculation of a cluster of 2 separate species, C3H9NOS in total in a non-equilibrium geometry, from the OMol25 dataset.

Each line ends with the natural charge from an NBO analysis.
Element x y z (Å)
1 N -1.624 0.077 -2.089  -0.85
2 S 0.151 -0.267 -2.501  -0.40
3 H -1.670 1.095 -2.132  0.41
4 H -1.812 -0.165 -1.055  0.45
5 H -2.292 -0.374 -2.668  0.41
6 C 2.033 0.151 1.279  -0.60
7 C 0.557 0.228 0.684  -0.58
8 C -0.648 -0.559 1.182  0.49
9 O -1.685 -0.684 0.583  -0.58
10 H 1.944 0.278 2.419  0.21
11 H 2.524 0.915 0.758  0.22
12 H 2.387 -0.899 1.110  0.21
13 H 0.457 0.023 -0.393  0.27
14 H 0.261 1.332 0.801  0.22
15 H -0.583 -1.151 2.021  0.11

Values from the calculation:
LUMO energy = 0.019 Ha
HOMO level = -7.70 eV
total energy = -17627.7265 eV
relative energy (zero: lowest compared OMol25 entry of this formula, charge and spin) = 57.2 kcal per mole
orbital gap = 8.23 eV
SMILES = [NH3+][S-].CCC=O
multiplicity = 1



The following is a quantum chemistry calculation of the molecule C3H9NOS in a non-equilibrium geometry, from the OMol25 dataset.

Each line ends with the natural charge from an NBO analysis.
Element x y z (Å)
1 O 0.985 2.370 0.520  -0.73
2 C 1.336 1.096 1.068  0.08
3 N 0.914 -0.050 0.327  -0.64
4 C -0.427 0.054 -0.284  -0.24
5 C -1.117 -1.315 -0.204  -0.51
6 S -2.506 -1.485 -1.377  -0.06
7 H 1.346 2.413 -0.376  0.46
8 H 0.882 1.091 2.062  0.17
9 H 2.413 1.113 1.243  0.16
10 H 1.557 -0.229 -0.437  0.35
11 H -0.411 0.416 -1.310  0.19
12 H -1.013 0.758 0.301  0.21
13 H -1.466 -1.503 0.805  0.21
14 H -0.387 -2.091 -0.431  0.22
15 H -2.106 -2.640 -1.908  0.13

Values from the calculation:
LUMO energy = 0.029 Ha
HOMO level = -9.10 eV
total energy = -17629.1782 eV
relative energy (zero: lowest compared OMol25 entry of this formula, charge and spin) = 23.7 kcal per mole
orbital gap = 9.88 eV
SMILES = OCNCCS
multiplicity = 1



The following is a quantum chemistry calculation of a cluster of 2 separate species, C3H9NOS2 in total in a non-equilibrium geometry, from the OMol25 dataset.

Each line ends with the Löwdin spin population.
Element x y z (Å)
1 C -1.332 -3.118 -1.442  0.00
2 C 0.527 2.927 1.160  0.65
3 C 1.639 2.279 0.903  0.78
4 N -0.658 2.461 0.619  0.39
5 O -0.881 -0.798 -0.105  0.00
6 S 1.386 -2.380 -0.494  0.00
7 S -0.637 -2.240 0.073  0.00
8 H -2.142 -3.812 -1.280  0.00
9 H -1.758 -2.333 -1.981  0.00
10 H -0.612 -3.699 -2.088  0.00
11 H 0.535 3.874 1.564  0.05
12 H 1.816 -1.718 0.529  0.00
13 H 1.686 1.429 0.221  0.06
14 H 2.550 2.769 1.451  0.03
15 H -1.586 2.823 0.712  0.01
16 H -0.534 1.535 0.158  0.01

Values from the calculation:
LUMO energy (alpha / beta) = 0.009 / -0.023 Ha
HOMO level (alpha / beta) = -3.59 / -9.75 eV
expectation value of S² = 2.0064
total energy = -28458.6528 eV
relative energy (zero: lowest compared OMol25 entry of this formula, charge and spin) = 38.7 kcal per mole
orbital gap (alpha / beta) = 3.85 / 9.13 eV
multiplicity = 3



The following is a quantum chemistry calculation of the molecule C3H9NOSi in a non-equilibrium geometry, from the OMol25 dataset.

Each line ends with the natural charge from an NBO analysis.
Element x y z (Å)
1 C -0.881 -1.484 -0.359  -0.62
2 C -0.325 -0.703 0.854  -0.21
3 N 0.307 0.493 0.386  -0.85
4 C -0.590 1.513 -0.085  -0.41
5 Si 2.094 0.441 -0.105  1.86
6 O 3.557 0.091 0.376  -1.13
7 H -1.871 -1.102 -0.645  0.21
8 H -0.260 -1.389 -1.163  0.20
9 H -0.822 -2.476 -0.158  0.22
10 H 0.370 -1.237 1.468  0.21
11 H -1.276 -0.432 1.533  0.18
12 H -0.186 2.064 -0.868  0.20
13 H -1.541 1.047 -0.455  0.20
14 H -0.678 2.222 0.685  0.20
15 H 2.100 0.953 -1.460  -0.26

Values from the calculation:
LUMO energy = 0.010 Ha
HOMO level = -9.19 eV
total energy = -14671.0078 eV
relative energy (zero: lowest compared OMol25 entry of this formula, charge and spin) = 32.0 kcal per mole
orbital gap = 9.47 eV
SMILES = CCN(C)[SiH]=O
multiplicity = 1



The following is a quantum chemistry calculation of a cluster of 2 separate species, C3H9NP in total in a non-equilibrium geometry, from the OMol25 dataset.

Each line ends with the Löwdin spin population.
Element x y z (Å)
1 C -1.779 -0.044 -0.768  0.02
2 C -1.791 0.799 0.417  0.01
3 C 2.820 -0.931 0.660  0.89
4 N -0.648 0.767 -0.454  0.19
5 P 1.334 -0.612 0.029  0.75
6 H -1.640 -1.159 -0.724  0.00
7 H -2.417 0.279 -1.569  0.00
8 H -2.386 1.733 0.521  0.00
9 H -1.556 0.433 1.362  0.00
10 H 3.731 -0.468 0.254  0.03
11 H 2.870 -1.281 1.739  0.03
12 H -0.731 1.593 -0.967  0.00
13 H 0.089 -1.315 0.422  0.03
14 H 1.321 -0.231 -1.360  0.02

Values from the calculation:
net charge = +1
LUMO energy (alpha / beta) = -0.120 / -0.294 Ha
HOMO level (alpha / beta) = -12.05 / -15.16 eV
expectation value of S² = 2.0062
total energy = -14022.2581 eV
orbital gap (alpha / beta) = 8.77 / 7.16 eV
multiplicity = 3



The following is a quantum chemistry calculation of a cluster of 2 separate species, C3H9NS in total in a non-equilibrium geometry, from the OMol25 dataset.

Each line ends with the Löwdin spin population.
Element x y z (Å)
1 C 2.504 2.532 -3.075  0.31
2 N 3.802 2.693 -2.990  0.21
3 H 1.762 3.340 -2.898  0.08
4 H 2.115 1.509 -3.049  0.08
5 H 3.995 3.633 -3.362  0.01
6 C -0.976 -0.661 2.544  0.06
7 S -0.488 -1.993 1.433  0.15
8 C -2.188 -2.448 0.885  0.05
9 H -1.248 0.215 1.938  0.02
10 H -1.772 -0.981 3.200  0.00
11 H -0.085 -0.281 3.045  0.01
12 H -2.019 -3.269 0.189  0.01
13 H -2.643 -1.605 0.365  0.01
14 H -2.759 -2.684 1.776  0.00

Values from the calculation:
net charge = -1
LUMO energy (alpha / beta) = 0.118 / 0.119 Ha
HOMO level (alpha / beta) = 1.17 / -4.48 eV
expectation value of S² = 0.7520
total energy = -15579.4939 eV
relative energy (zero: lowest compared OMol25 entry of this formula, charge and spin) = 58.9 kcal per mole
orbital gap (alpha / beta) = 2.05 / 7.72 eV
multiplicity = 2



The following is a quantum chemistry calculation of the molecule C3H9NS, from the OMol25 dataset.

Each line ends with the natural charge from an NBO analysis.
Element x y z (Å)
1 C -2.039 1.628 0.266  -0.41
2 N -0.678 1.306 -0.139  -0.64
3 C -0.504 -0.047 -0.690  -0.35
4 S 0.479 -1.154 0.367  0.17
5 C 2.116 -0.910 -0.317  -0.75
6 H -2.533 0.826 0.825  0.16
7 H -1.997 2.474 0.947  0.20
8 H -2.654 1.869 -0.592  0.19
9 H -0.055 1.414 0.654  0.36
10 H 0.003 -0.002 -1.657  0.20
11 H -1.485 -0.490 -0.842  0.21
12 H 2.765 -1.558 0.270  0.23
13 H 2.496 0.111 -0.194  0.21
14 H 2.129 -1.111 -1.388  0.22

Values from the calculation:
LUMO energy = 0.039 Ha
HOMO level = -8.41 eV
total energy = -15581.7355 eV
relative energy (zero: lowest compared OMol25 entry of this formula, charge and spin) = 13.7 kcal per mole
orbital gap = 9.48 eV
SMILES = CNCSC
multiplicity = 1



The following is a quantum chemistry calculation of a cluster of 2 separate species, C3H9NS in total in a non-equilibrium geometry, from the OMol25 dataset.

Each line ends with the natural charge from an NBO analysis.
Element x y z (Å)
1 C -0.139 -2.009 -1.219  -0.40
2 N -0.210 -1.061 -0.111  -0.62
3 C -0.200 0.387 -0.254  -0.23
4 C 0.010 1.249 1.026  -0.56
5 S 0.229 2.911 0.444  0.03
6 H -0.964 -1.677 -1.854  0.19
7 H -0.264 -3.065 -0.957  0.21
8 H 0.796 -1.910 -1.802  0.16
9 H 0.632 -1.296 0.497  0.34
10 H 0.592 0.832 -0.831  0.16
11 H -1.185 0.693 -0.658  0.19
12 H -0.842 1.148 1.738  0.21
13 H 0.920 0.808 1.553  0.20
14 H 0.624 2.991 2.426  0.13

Values from the calculation:
LUMO energy = -0.045 Ha
HOMO level = -8.82 eV
total energy = -15578.6044 eV
relative energy (zero: lowest compared OMol25 entry of this formula, charge and spin) = 85.9 kcal per mole
orbital gap = 7.60 eV
multiplicity = 1